C49H51N3O2P2STi as an isolated structure, computed with ωB97M-V/def2-TZVPD.

CARTESIAN COORDINATES (ANGSTROEM)
Ti: 0.23366 -0.25710 -0.23196
O: 1.90343 -1.76698 2.99737
C: 1.26413 -0.83957 2.60468
O: 1.00963 -0.72292 1.25491
C: 0.75872 0.31252 3.41346
C: 1.35874 0.44849 4.66356
C: 1.03161 1.50452 5.49970
C: 0.09745 2.44059 5.08929
C: -0.51244 2.30873 3.85163
C: -0.20243 1.24767 3.00331
P: -1.12614 1.16857 1.44146
C: -2.85937 0.81884 1.79918
C: -3.35003 0.71046 3.09591
C: -4.69447 0.44071 3.29973
C: -5.54609 0.27143 2.21768
C: -5.05473 0.36756 0.92193
C: -3.71572 0.64195 0.71367
C: -1.04754 2.86904 0.81886
C: 0.20449 3.32879 0.40773
C: 0.34957 4.61329 -0.08577
C: -0.75792 5.44929 -0.17109
C: -2.00424 4.99486 0.22941
C: -2.15485 3.70503 0.72211
H: 2.09418 -0.28508 4.96178
H: 1.51148 1.59942 6.46200
H: -0.16086 3.27215 5.72821
H: -1.24260 3.04653 3.54368
H: -2.69162 0.81894 3.94597
H: -5.07751 0.36725 4.30770
H: -6.59523 0.06982 2.38209
H: -5.71653 0.22859 0.07933
H: -3.33398 0.70404 -0.29971
H: 1.08911 2.69316 0.50140
H: 1.32308 4.96750 -0.39263
H: -0.64506 6.45724 -0.54237
H: -2.86318 5.64757 0.17149
H: -3.13141 3.36019 1.03985
C: 1.47549 1.75437 -3.57141
C: 2.94022 1.42967 -3.54619
C: 3.80866 2.08282 -4.41077
C: 5.17221 1.82917 -4.39712
C: 5.69181 0.90676 -3.50452
C: 4.84045 0.23671 -2.64264
C: 3.46852 0.48844 -2.65762
P: 2.40388 -0.55573 -1.61980
C: 3.49009 -1.44077 -0.48077
C: 3.71027 -2.80423 -0.65499
C: 4.52111 -3.49625 0.23047
C: 5.10782 -2.82217 1.28817
C: 4.87985 -1.46512 1.46373
C: 4.06744 -0.75167 0.59542
C: 3.82034 0.71198 0.82115
C: 1.63993 -1.75426 -2.74184
C: 2.23878 -2.07738 -3.95918
C: 1.61410 -2.94869 -4.83233
C: 0.38264 -3.49247 -4.49556
C: -0.21602 -3.17875 -3.28596
C: 0.40331 -2.31375 -2.38249
C: -0.24830 -2.06224 -1.05120
H: 1.27690 2.54526 -4.29257
H: 1.14346 2.10446 -2.58485
H: 0.87537 0.88285 -3.84434
H: 3.40851 2.80904 -5.10313
H: 5.82332 2.35273 -5.08125
H: 6.75068 0.69823 -3.48151
H: 5.25297 -0.50007 -1.96406
H: 3.25531 -3.33003 -1.48504
H: 4.69447 -4.55226 0.08752
H: 5.74244 -3.35062 1.98334
H: 5.33785 -0.95057 2.29766
H: 4.32385 1.04978 1.72518
H: 2.74530 0.92737 0.94471
H: 4.18092 1.32233 -0.00971
H: 3.19014 -1.63797 -4.22511
H: 2.08133 -3.19921 -5.77160
H: -0.11177 -4.16981 -5.17662
H: -1.16866 -3.62077 -3.02711
H: 0.03182 -2.80098 -0.28833
H: -1.34969 -2.06080 -1.12397
C: -2.28225 1.38032 -4.74789
C: -2.36506 2.11446 -3.40489
C: -3.80855 2.15491 -2.87818
C: -1.77193 3.52781 -3.49588
C: -1.56715 1.37587 -2.42829
N: -0.92636 0.78672 -1.67717
H: -2.88532 1.92827 -5.46935
H: -2.67288 0.36753 -4.67420
H: -1.25954 1.34090 -5.11734
H: -4.41072 2.71867 -3.58855
H: -3.86402 2.65419 -1.91117
H: -4.23017 1.15463 -2.79516
H: -2.36774 4.09650 -4.20700
H: -0.74245 3.50556 -3.85226
H: -1.80442 4.03455 -2.53203
C: -0.37276 -4.49367 4.07277
N: -1.77202 -4.16255 3.99482
C: -2.78308 -4.98241 4.64943
C: -4.09032 -4.25105 4.30421
N: -3.66673 -3.39898 3.20479
C: -2.32382 -3.31176 3.12864
S: -1.49629 -2.29246 2.07780
H: -0.08976 -4.60769 5.11815
H: 0.20574 -3.68953 3.62373
H: -0.16554 -5.42873 3.54516
H: -2.59691 -5.03164 5.72297
H: -2.76057 -6.00034 4.24552
H: -4.45698 -3.65451 5.14594
H: -4.87509 -4.93712 3.98840
H: -4.23977 -2.69688 2.76774

Atoms 1-3, force components in eV/Å:
Ti -0.18 -0.25 -0.21
O -0.23 0.47 0.08
C 0.06 -0.28 -0.27

Calculated values
Highest occupied orbital energy (eV): -12.5091
DFT total energy (eV): -112724.596
Net charge: +2
Max |F| (Eh/bohr): 0.0115
Spin multiplicity: 1
Orbital gap (Eh): 0.2392
Energy relative to the best compared isomer or geometry (same formula, charge and spin) (kcal per mole): 0.0

=====

C46H45F5GeIrN6O9S3 as an isolated structure, computed with ωB97M-V/def2-TZVPD.

CARTESIAN COORDINATES (ANGSTROEM)
Ir: 0.19251 -0.80818 0.31042
C: -5.10009 -5.66145 -2.48441
C: -3.70914 -5.09378 -2.44569
C: -2.69966 -5.71785 -1.71776
C: -1.41649 -5.20074 -1.69109
C: -1.13886 -4.03268 -2.38517
C: -2.11666 -3.41992 -3.15781
C: -3.39588 -3.94826 -3.17289
S: 0.50967 -3.41131 -2.39903
O: 0.59163 -2.45755 -3.46754
O: 1.39058 -4.54632 -2.44103
N: 0.75854 -2.63835 -0.94606
C: 1.97613 -2.76270 -0.33250
C: 2.88708 -3.83681 -0.29152
C: 4.04112 -3.68760 0.43163
C: 4.29080 -2.51058 1.14329
C: 3.33019 -1.54243 1.13858
N: 2.20590 -1.64222 0.39180
H: -5.21004 -6.48943 -1.78605
H: -5.33702 -6.02875 -3.48433
H: -5.83931 -4.89996 -2.23355
H: -2.92151 -6.62408 -1.16775
H: -0.63164 -5.70335 -1.14375
H: -1.87508 -2.56738 -3.77547
H: -4.16038 -3.46762 -3.77145
H: 2.67232 -4.74312 -0.82520
H: 4.75133 -4.50361 0.46855
H: 5.19050 -2.37076 1.72358
H: 3.45723 -0.64381 1.71481
C: -2.14594 6.07428 -3.99078
C: -1.97801 5.19031 -5.21512
S: -1.47906 3.52112 -4.85615
O: -2.24749 3.01688 -3.74193
O: -1.49218 2.77768 -6.09197
C: 0.23921 3.67072 -4.35790
C: 1.00532 2.36749 -4.55209
N: 0.56420 1.27867 -3.67096
C: 0.90687 1.16230 -2.36740
N: 0.18454 0.20636 -1.77943
C: -0.69937 -0.24934 -2.71661
C: -0.46113 0.38286 -3.88411
N: -0.95049 -0.03929 -5.16707
O: -0.25071 0.16097 -6.13511
O: -2.02406 -0.60857 -5.16574
C: 1.98215 1.96791 -1.74191
H: -2.61094 7.01376 -4.28675
H: -1.19400 6.30883 -3.51568
H: -2.79187 5.59714 -3.25575
H: -1.23200 5.57334 -5.91237
H: -2.90998 5.04554 -5.76597
H: 0.28228 4.04425 -3.33523
H: 0.67475 4.42155 -5.01716
H: 2.05552 2.54112 -4.32579
H: 0.91895 2.02217 -5.57764
H: -1.42069 -1.01517 -2.51201
H: 2.88666 1.94012 -2.34971
H: 2.21126 1.56014 -0.76105
H: 1.68872 3.01194 -1.60811
C: -2.98075 0.33884 5.63379
C: -2.31143 -0.87195 5.73103
C: -1.25513 -1.15643 4.87633
C: -0.85199 -0.23639 3.91051
C: -1.52403 0.98530 3.83662
C: -2.58477 1.26997 4.68447
Ge: 0.72187 -0.61287 2.81178
C: 1.90305 0.94560 3.14501
C: 1.76536 1.53541 4.40244
C: 2.53290 2.63472 4.76907
C: 3.44350 3.17805 3.87891
C: 3.58349 2.61847 2.61603
C: 2.82103 1.51750 2.26138
C: 1.68154 -2.13467 3.61997
C: 2.45030 -1.85636 4.75263
C: 3.16035 -2.85577 5.40261
C: 3.11823 -4.15940 4.93097
C: 2.36394 -4.45110 3.80516
C: 1.65660 -3.44670 3.16031
H: -3.80051 0.56212 6.30399
H: -2.61070 -1.59896 6.47513
H: -0.74252 -2.10623 4.96830
H: -1.21052 1.75216 3.13625
H: -3.09064 2.22412 4.61134
H: 1.03361 1.15315 5.10486
H: 2.40054 3.07685 5.74806
H: 4.02627 4.04639 4.15577
H: 4.26962 3.05484 1.90165
H: 2.91898 1.13604 1.25315
H: 2.51356 -0.84655 5.13813
H: 3.75030 -2.61153 6.27683
H: 3.67116 -4.94034 5.43684
H: 2.32815 -5.46263 3.42012
H: 1.10862 -3.70365 2.27056
F: -2.40600 -1.21881 1.58719
C: -1.50355 -1.87830 0.78757
F: -2.15251 -2.02150 -0.41040
C: -1.51294 -3.28556 1.45664
F: -1.29793 -3.15704 2.76568
F: -2.71926 -3.83174 1.28972
F: -0.60958 -4.13045 0.97045
N: -1.24093 0.75397 0.44959
C: -0.85242 2.15276 0.28296
C: 0.11215 2.73034 1.08002
C: 0.51873 4.03474 0.83781
C: -0.03123 4.74403 -0.21295
C: -1.05874 4.17826 -0.96285
C: -1.47069 2.88075 -0.72760
S: 0.66503 6.30828 -0.74758
O: 1.52574 6.71847 0.34066
O: -0.48644 7.14922 -1.00450
O: 1.37481 5.89274 -1.95865
H: -1.87603 0.53758 -0.31796
H: -1.76497 0.62340 1.31376
H: 0.56543 2.16859 1.87725
H: 1.29638 4.49698 1.43274
H: -1.50651 4.76038 -1.75434
H: -2.23469 2.43049 -1.35036

Atoms 1-3, force components in eV/Å:
Ir 0.31 0.73 -0.31
C -0.01 0.00 0.00
C -0.01 -0.01 -0.01

Calculated values
Highest occupied orbital energy (alpha / beta) (eV): -8.3843 / -8.3840
DFT total energy (eV): -181244.831
Max |F| (Eh/bohr): 0.0166
Spin multiplicity: 2
Orbital gap (alpha / beta) (Eh): 0.2521 / 0.2043
Energy relative to the best compared isomer or geometry (same formula, charge and spin) (kcal per mole): 16.5

=====

C2H6BrCl5HfN2O24 as an isolated structure at a distorted geometry, computed with ωB97M-V/def2-TZVPD.

CARTESIAN COORDINATES (ANGSTROEM)
Hf: -1.32791 -0.13592 0.75833
Cl: 1.05798 -6.75610 3.14511
O: 0.88178 -6.93916 4.54811
O: 2.38637 -6.91007 2.63783
O: 0.29478 -7.78368 2.53679
O: 0.55068 -5.42573 2.67578
Cl: 4.81533 0.11663 4.68223
O: 4.71560 1.22747 5.63332
O: 3.65068 -0.02378 3.87193
O: 5.91761 0.23320 3.85244
O: 5.04397 -1.17480 5.31853
Cl: 2.42840 5.30524 -0.76605
O: 2.27378 5.59234 0.63905
O: 1.50522 4.20343 -0.97304
O: 2.05345 6.40288 -1.62504
O: 3.73062 4.77035 -1.04408
Cl: -2.54506 1.77709 6.59588
O: -3.95072 1.92791 6.66308
O: -2.22978 2.37446 5.32921
O: -1.89484 2.30615 7.70308
O: -2.05665 0.47140 6.24675
Cl: -5.81654 5.21258 -1.57861
O: -5.03586 4.09891 -1.04815
O: -7.21145 5.04554 -1.38487
O: -5.42481 6.46074 -0.91100
O: -5.62669 5.26797 -2.96910
Br: -5.47136 -2.80911 0.98383
C: -3.86877 -0.72581 -6.68453
N: -2.75201 -0.11264 -5.82937
O: -2.02870 0.61642 -6.38519
O: -2.75517 -0.29947 -4.62265
H: -3.66201 -1.79501 -6.73099
H: -3.95963 -0.23688 -7.65447
H: -4.79861 -0.58071 -6.13458
C: 4.84115 -3.57118 -2.27441
N: 4.00420 -2.38972 -2.80046
O: 4.25419 -1.90284 -3.86688
O: 2.98853 -2.10584 -2.13537
H: 5.04812 -3.40275 -1.21757
H: 5.72025 -3.84141 -2.85943
H: 4.25404 -4.48811 -2.32548

Atoms 1-3, force components in eV/Å:
Hf -0.68 -0.33 0.16
Cl -1.18 1.12 -1.06
O 0.97 0.97 0.57

Calculated values
Highest occupied orbital energy (eV): -5.5751
DFT total energy (eV): -188191.923
Net charge: -2
Max |F| (Eh/bohr): 0.0798
Spin multiplicity: 1
Orbital gap (Eh): 0.0489
Energy relative to the best compared isomer or geometry (same formula, charge and spin) (kcal per mole): 588.3

=====

One molecule with the formula C3H3N3O at a distorted geometry, computed with ωB97M-V/def2-TZVPD.

CARTESIAN COORDINATES (ANGSTROEM)
N: 1.57977 0.25667 0.94796
C: 0.87993 0.13214 -0.06499
N: 1.12056 1.03597 -1.39888
N: 0.00725 1.35172 -1.53929
O: -1.11115 -0.80998 1.87886
C: -1.40695 -0.70305 0.70773
C: -0.49078 -0.26200 -0.35760
H: 2.52469 0.60005 0.80014
H: -2.44335 -0.88968 0.35641
H: -0.65997 -0.71184 -1.33034

Atoms 1-3, force components in eV/Å:
N -0.22 -0.01 -0.53
C 0.04 -0.19 0.72
N -0.92 0.47 -0.38

Calculated values
Highest occupied orbital energy (alpha / beta) (eV): -9.0356 / -9.0314
DFT total energy (eV): -9672.952
Max |F| (Eh/bohr): 0.0214
Spin multiplicity: 1
Orbital gap (alpha / beta) (Eh): 0.2853 / 0.2849
Energy relative to the best compared isomer or geometry (same formula, charge and spin) (kcal per mole): 103.8

=====

A 2-piece molecular cluster, C5H7N3O3 overall at a distorted geometry, computed with ωB97M-V/def2-TZVPD.

CARTESIAN COORDINATES (ANGSTROEM)
C: 2.48018 -0.05684 1.62935
C: 1.94446 -0.24636 0.37376
C: -1.90014 -1.32130 -1.03285
C: -1.89602 -0.29931 -2.13321
C: -1.28377 0.99583 -1.89854
H: 0.53375 1.03097 3.79237
H: 3.45750 -0.20366 2.03026
H: 2.39452 -0.63404 -0.51904
H: -0.90461 -1.51855 -0.60483
H: -2.70033 -0.41543 -2.88169
H: -1.56536 1.84376 -2.49781
H: -0.85994 1.15549 -0.91213
N: 1.41936 0.33671 2.31277
N: 0.63233 0.07017 0.39087
N: 0.31828 0.43471 1.61285
O: 1.43910 0.69667 3.63603
O: -2.91253 -1.86345 -0.65359
O: -0.59678 -0.00537 -2.64457

Atoms 1-3, force components in eV/Å:
C 0.10 -0.43 -0.88
C -0.14 -0.13 -0.30
C -0.59 0.04 0.00

Calculated values
Highest occupied orbital energy (eV): -9.5486
DFT total energy (eV): -15906.578
SMILES string: O=C[C@H]1CO1.On1ccnn1
Max |F| (Eh/bohr): 0.0259
Spin multiplicity: 1
Orbital gap (Eh): 0.3751
Energy relative to the best compared isomer or geometry (same formula, charge and spin) (kcal per mole): 112.2

=====

A 2-piece molecular cluster, C9H14 overall at a distorted geometry, computed with ωB97M-V/def2-TZVPD.

CARTESIAN COORDINATES (ANGSTROEM)
C: -0.66909 -1.06535 1.08536
C: 1.80777 -2.22655 -1.40768
C: 1.07426 -2.26936 -0.21625
C: 2.22275 -1.01250 -1.99072
C: 0.59876 -1.00713 0.29154
C: 1.92282 0.25078 -1.44671
C: 1.04182 0.20055 -0.29573
H: 2.26079 -3.19838 -1.55340
H: 0.88375 -3.24773 0.29674
H: 2.89864 -0.95430 -2.91125
H: 2.34767 1.19813 -1.84062
H: -1.64219 -1.14097 0.50014
H: -0.60116 -0.21566 1.83168
H: 0.71833 1.28144 -0.00559
H: -0.46505 -2.12047 1.48608
C: -3.15321 2.63021 2.19171
C: -2.93109 3.05898 0.71660
H: -3.36032 3.55341 2.95406
H: -3.83270 1.84413 2.38468
H: -2.16825 2.20997 2.55956
H: -2.73688 2.24495 0.09665
H: -3.74319 3.50022 0.05593
H: -2.04821 3.68757 0.57662

Atoms 1-3, force components in eV/Å:
C 0.87 -1.09 1.39
C 0.66 -0.18 1.93
C 0.16 1.88 -0.46

Calculated values
Highest occupied orbital energy (eV): -8.8653
DFT total energy (eV): -9557.945
SMILES string: Cc1ccccc1.CC
Max |F| (Eh/bohr): 0.0712
Spin multiplicity: 1
Orbital gap (Eh): 0.3616
Energy relative to the best compared isomer or geometry (same formula, charge and spin) (kcal per mole): 51.6